(1)
82
Properties=species:S:1:pos:R:3:forces:R:3:lowdin_charge:R:1 method="wB97M-V/def2-TZVPD" orbital_gap_ev=6.15 fmax_ha_per_bohr=0.0070 multiplicity=1 e_lumo_ev=-14.1 total_charge=+4 e_homo_ev=-20.22 molar_mass_g_mol=841.5 relative_energy_kj_mol=0.00 total_energy_ha=-5893.60939
Os 0.4065 0.1205 0.4518 0.1 0.0 -0.2 0.70
C 2.0417 -1.9566 -2.2372 -0.1 0.1 -0.1 -0.21
As 2.3437 -0.8040 -0.7264 0.1 -0.2 0.1 1.06
C 3.5543 0.5519 -1.3792 0.0 0.1 0.0 -0.22
C 3.3393 -1.8311 0.5583 0.1 0.0 0.1 -0.42
C 4.3729 -2.6673 0.1398 -0.1 0.1 -0.1 -0.06
C 5.1359 -3.3482 1.0781 -0.1 0.0 0.3 0.01
C 4.8747 -3.1973 2.4410 0.1 -0.1 -0.3 0.00
C 3.8420 -2.3755 2.8648 -0.1 0.1 0.0 -0.06
C 3.0765 -1.6884 1.9216 0.1 -0.2 0.0 -0.43
As 1.6289 -0.5845 2.4982 0.1 0.0 0.1 1.10
C 2.3388 0.9341 3.4552 -0.1 0.0 0.1 -0.21
C 0.5372 -1.5936 3.7395 0.0 0.1 0.0 -0.20
H 3.0030 -2.1340 -2.7208 0.0 0.0 0.0 0.07
H 1.3835 -1.4551 -2.9451 0.0 -0.1 0.0 0.02
H 1.6162 -2.9061 -1.9206 0.0 0.0 0.0 0.04
H 4.4758 0.0427 -1.6650 0.0 0.0 0.0 0.07
H 3.7993 1.2723 -0.5983 0.0 0.0 0.0 0.05
H 3.1425 1.0478 -2.2596 0.0 0.0 0.0 0.06
H 4.5972 -2.7995 -0.9123 0.0 0.0 0.0 0.12
H 5.9350 -3.9971 0.7454 0.0 0.0 0.0 0.14
H 5.4740 -3.7224 3.1728 0.0 0.0 0.0 0.14
H 3.6481 -2.2765 3.9272 0.0 0.0 0.0 0.12
H 2.8176 0.5449 4.3555 0.0 0.0 0.0 0.07
H 1.5287 1.6011 3.7449 0.0 0.0 0.0 0.04
H 3.0798 1.4477 2.8469 0.0 0.0 0.0 0.05
H 0.9660 -1.4616 4.7341 0.0 0.0 0.0 0.07
H 0.5629 -2.6457 3.4652 0.0 0.0 0.0 0.05
H -0.4852 -1.2205 3.7443 0.0 0.0 0.0 0.04
C -1.0647 6.0664 -0.7039 0.0 0.0 0.0 -0.02
C -1.3701 4.9120 0.2352 0.0 0.0 0.0 -0.13
N -0.8172 3.6117 -0.2697 0.0 0.1 0.0 0.00
C -1.5322 3.0368 -1.4438 0.0 0.2 0.0 -0.16
C -0.7391 3.1909 -2.7318 0.0 0.0 0.0 -0.03
C 0.2481 3.0979 0.2242 0.0 0.2 0.0 -0.30
C 1.1047 3.7923 1.2316 0.0 0.0 0.1 0.04
N 0.7142 1.8353 -0.2474 0.1 -0.3 0.0 -0.11
H -1.4981 6.9712 -0.2790 0.0 0.0 0.0 0.11
H -1.5106 5.9269 -1.6874 0.0 0.0 0.0 0.09
H 0.0077 6.2284 -0.8163 0.0 0.0 0.0 0.10
H -2.4442 4.7488 0.3277 0.0 0.0 0.0 0.14
H -0.9793 5.0807 1.2341 0.0 0.0 0.0 0.12
H -2.4785 3.5710 -1.5014 0.0 0.0 0.0 0.14
H -1.7531 1.9971 -1.2250 0.0 -0.1 0.0 0.06
H -0.4311 4.2223 -2.8905 0.0 0.0 0.0 0.09
H -1.3794 2.9121 -3.5688 0.0 0.0 0.0 0.10
H 0.1462 2.5549 -2.7525 0.0 0.0 0.0 0.07
H 0.7021 3.6362 2.2371 0.0 0.0 0.0 0.12
H 1.1585 4.8651 1.0550 0.0 0.0 0.0 0.11
H 2.1116 3.3808 1.2005 0.0 0.0 0.0 0.10
H 1.5896 1.9493 -0.7616 -0.1 0.1 0.0 0.05
C -3.8018 -1.3611 -2.7468 0.0 0.0 -0.1 -0.09
C -2.4700 -0.6427 -2.5585 0.0 0.0 -0.1 -0.50
C -1.4630 -0.9299 -3.6632 0.0 0.0 0.0 -0.12
Sb -1.6418 -1.2635 -0.6435 0.1 0.3 -0.1 1.59
C -2.7006 -0.6385 1.1210 -0.1 0.0 0.1 -0.53
C -2.1070 0.7129 1.5336 0.0 -0.1 -0.1 -0.17
C -4.2191 -0.5669 0.9730 0.0 0.0 0.0 -0.09
C -1.2204 -3.3658 -0.5579 -0.1 -0.1 0.0 -0.52
C -2.5726 -4.0628 -0.3942 0.1 -0.1 0.0 -0.09
C -0.2585 -3.6766 0.5787 0.0 0.0 0.0 -0.13
H -4.2452 -0.9772 -3.6692 0.0 0.0 0.0 0.12
H -4.5147 -1.1837 -1.9444 0.0 0.0 0.0 0.08
H -3.6738 -2.4348 -2.8797 0.0 0.0 0.0 0.09
H -2.6226 0.4311 -2.4509 0.0 0.0 0.0 0.07
H -1.2650 -1.9973 -3.7728 0.0 0.0 0.0 0.09
H -0.5207 -0.3959 -3.5267 0.0 0.0 0.0 0.06
H -1.8906 -0.5886 -4.6088 0.0 0.0 0.0 0.11
H -2.4365 -1.3953 1.8640 0.0 0.0 0.0 0.09
H -2.3344 1.5026 0.8205 0.0 0.0 0.0 0.07
H -0.9868 0.7053 1.7413 -0.1 0.0 0.1 -0.01
H -2.4985 1.0260 2.5058 0.0 0.0 0.0 0.12
H -4.5198 0.2220 0.2822 0.0 0.0 0.0 0.09
H -4.6690 -0.3478 1.9435 0.0 0.0 0.0 0.11
H -4.6444 -1.5086 0.6273 0.0 0.0 0.0 0.09
H -0.7806 -3.5837 -1.5329 0.0 -0.1 0.0 0.09
H -3.0305 -3.8445 0.5727 0.0 0.0 0.0 0.09
H -2.4035 -5.1423 -0.4309 0.0 0.0 0.0 0.12
H -3.2828 -3.8294 -1.1861 0.0 0.0 0.0 0.07
H -0.7099 -3.4561 1.5477 0.0 0.0 0.0 0.07
H 0.6968 -3.1474 0.4958 0.0 0.0 0.0 0.04
H -0.0347 -4.7457 0.5731 0.0 0.0 0.0 0.12

=====

(2)
90
Properties=species:S:1:pos:R:3:forces:R:3:lowdin_charge:R:1 method="wB97M-V/def2-TZVPD" orbital_gap_ev=8.15 fmax_ha_per_bohr=0.0201 multiplicity=1 smiles="CC[C@H](Br)[C@]1(Cl)C[C@](CN)(COC(F)(F)F)OS(=O)(=O)[C@@H]1CCCI.CCN(CC)CC.CCN(CC)CC" e_lumo_ev=0.3 e_homo_ev=-7.86 molar_mass_g_mol=789.0 total_energy_ha=-5478.07242
C 3.1949 -2.7434 7.4253 0.1 -0.2 0.1 -0.10
C 4.1055 -2.9923 6.2212 0.0 -0.2 0.0 -0.32
C 3.2840 -3.1627 4.9271 0.2 0.2 0.1 -0.66
Br 2.9425 -5.0736 4.6845 0.0 0.0 0.1 0.82
C 3.8996 -2.5428 3.6553 -0.2 0.2 0.0 -0.76
Cl 5.5527 -3.2284 3.4646 0.1 -0.1 0.1 0.79
C 3.9629 -1.0202 3.8552 0.2 0.1 0.3 -0.10
C 4.6483 -0.2249 2.7257 0.0 0.3 -0.2 -0.40
C 6.0653 0.2078 3.1731 -0.1 0.1 0.0 -0.18
N 5.9959 1.2206 4.2246 -0.1 -0.2 0.0 0.03
C 3.7479 0.9723 2.3306 -0.2 -0.2 0.1 -0.07
O 3.9427 1.4215 0.9910 0.2 -0.1 0.2 0.05
C 4.8209 2.3897 0.6908 -0.4 -0.1 0.5 -0.75
F 5.7238 1.9630 -0.1634 0.7 -0.5 -0.5 0.20
F 4.2025 3.4079 0.1241 -0.6 0.7 -0.4 0.19
F 5.4750 2.8887 1.7564 0.2 -0.1 0.4 0.15
O 4.9215 -1.0379 1.5553 0.0 -0.3 0.2 -0.21
S 3.8395 -2.0169 0.9322 -0.1 0.0 -0.1 0.67
O 4.5786 -2.9887 0.1828 -0.3 0.5 0.3 -0.25
O 2.8244 -1.2110 0.3144 0.3 -0.2 -0.2 -0.26
C 3.0790 -2.8422 2.3784 -0.1 0.0 0.1 -0.32
C 1.5855 -2.4582 2.4851 -0.3 -0.1 0.1 -0.20
C 0.5842 -3.6312 2.6311 0.0 0.0 -0.2 -0.31
C -0.2091 -3.6709 3.9283 0.0 -0.3 0.0 -0.67
I -1.3873 -1.9090 4.2123 0.0 0.1 0.1 0.77
H 2.4031 -3.5016 7.4598 0.1 0.1 0.0 0.07
H 2.7300 -1.7536 7.3938 0.0 -0.1 0.0 0.08
H 3.7601 -2.8306 8.3587 -0.1 0.1 -0.1 0.08
H 4.6848 -3.9038 6.3959 0.0 0.2 -0.1 0.09
H 4.8412 -2.1928 6.1067 -0.1 0.0 0.0 0.09
H 2.3068 -2.6951 5.0776 0.0 -0.2 -0.1 0.09
H 2.9420 -0.6545 4.0083 0.1 -0.1 -0.1 0.13
H 4.4917 -0.7970 4.7852 -0.1 0.0 -0.2 0.11
H 6.6071 0.5570 2.2894 0.0 0.0 0.1 0.13
H 6.5729 -0.6853 3.5464 0.0 0.1 -0.2 0.10
H 6.4716 0.9207 5.0628 0.1 0.1 0.0 0.07
H 6.3881 2.1026 3.9294 0.0 0.0 0.0 0.07
H 2.6991 0.6642 2.3649 0.2 0.0 -0.2 0.14
H 3.8838 1.7811 3.0514 0.1 -0.1 0.0 0.14
H 3.1841 -3.8988 2.1187 0.0 0.1 0.1 0.10
H 1.4223 -1.7506 3.3045 0.1 -0.1 -0.1 0.06
H 1.3106 -1.9116 1.5852 0.1 0.0 0.1 0.10
H -0.1324 -3.5742 1.8040 0.1 0.0 0.1 0.10
H 1.0942 -4.5967 2.5226 -0.1 0.2 0.1 0.08
H -0.9304 -4.4898 3.9188 0.1 0.1 0.0 0.04
H 0.4141 -3.7867 4.8158 -0.1 0.1 -0.1 0.00
C 1.6545 1.4398 -1.5358 0.0 0.0 0.0 -0.09
C 0.4506 0.5335 -1.7306 0.1 0.0 0.0 -0.27
N -0.7182 0.9733 -0.9865 0.0 0.0 0.0 -0.20
C -1.7609 -0.0311 -0.8931 0.0 -0.1 0.0 -0.25
C -2.4452 -0.4808 -2.1897 -0.1 0.0 0.1 -0.08
C -1.1607 2.3305 -1.2556 0.0 0.1 0.0 -0.24
C -1.5120 2.6998 -2.7032 0.0 0.0 0.0 -0.08
H 1.8625 1.5692 -0.4735 0.0 0.0 0.0 0.06
H 2.5335 0.9850 -1.9940 0.0 0.0 0.0 0.08
H 1.5192 2.4243 -1.9871 0.0 0.0 0.0 0.07
H 0.7096 -0.4622 -1.3611 0.0 0.0 0.0 0.11
H 0.2553 0.4235 -2.8098 0.0 0.0 0.0 0.10
H -2.5206 0.3373 -0.1975 0.0 0.0 0.0 0.11
H -1.3195 -0.9115 -0.4140 0.0 0.0 0.0 0.10
H -3.1119 0.2843 -2.5853 0.0 0.0 0.0 0.04
H -3.0520 -1.3680 -1.9954 0.0 0.0 0.0 0.07
H -1.7219 -0.7416 -2.9630 0.0 0.0 0.0 0.07
H -0.3804 3.0131 -0.9099 0.0 0.0 0.0 0.10
H -2.0234 2.5267 -0.6131 0.0 0.0 0.0 0.11
H -0.7462 2.3623 -3.4031 0.0 0.0 0.0 0.07
H -1.5856 3.7851 -2.7981 0.0 0.0 0.0 0.07
H -2.4666 2.2797 -3.0180 0.0 0.0 0.0 0.04
C -8.4393 1.1060 -6.6512 0.0 0.0 0.0 -0.09
C -7.2345 2.0263 -6.5236 0.0 0.0 0.0 -0.28
N -6.9397 2.3869 -5.1486 0.0 0.0 0.0 -0.20
C -6.0096 3.4952 -5.0242 0.0 0.1 0.0 -0.25
C -4.5784 3.3010 -5.5396 0.0 0.0 0.0 -0.08
C -6.7338 1.2733 -4.2379 0.0 -0.1 0.1 -0.24
C -5.6351 0.2593 -4.5805 0.0 0.0 0.1 -0.08
H -9.3030 1.5305 -6.1378 0.0 0.0 0.0 0.08
H -8.6943 0.9753 -7.7036 0.0 0.0 0.0 0.07
H -8.2461 0.1156 -6.2375 0.0 0.0 0.0 0.06
H -7.4453 2.9561 -7.0590 0.0 0.0 0.0 0.12
H -6.3786 1.5618 -7.0394 0.0 0.0 0.0 0.10
H -5.9739 3.7843 -3.9701 0.0 0.0 0.0 0.11
H -6.4526 4.3456 -5.5524 0.0 0.0 0.0 0.11
H -3.9940 2.6447 -4.8960 0.0 0.0 0.0 0.04
H -4.0664 4.2648 -5.5696 0.0 0.0 0.0 0.07
H -4.5638 2.8906 -6.5500 0.0 0.0 0.0 0.07
H -7.6798 0.7343 -4.1437 0.0 0.0 0.0 0.10
H -6.5428 1.6933 -3.2470 0.0 0.0 0.0 0.11
H -5.6849 -0.0598 -5.6226 0.0 0.0 0.0 0.07
H -5.7529 -0.6319 -3.9607 0.0 0.0 0.0 0.07
H -4.6378 0.6546 -4.3938 0.0 0.0 -0.1 0.04